The following is a quantum chemistry calculation of 2 unconnected molecules or ions with the total composition C4H15N3O, from the Open Molecules 2025 dataset.

```
! wB97M-V def2-TZVPD RIJCOSX def2/J DEFGRID3
* xyz 0 1
C -1.5199 0.5799 0.0855
H -0.1638 -2.0449 0.9750
C -0.3378 1.4651 0.4134
H 0.3298 0.9436 1.0970
N 1.9789 -0.4145 -0.0401
H 3.2297 1.1118 0.2339
H 3.0303 -1.6325 -1.2682
C -1.2188 -1.9328 0.6846
O -1.3247 -0.9832 -0.3309
N 2.1952 -1.0442 -1.2790
H -1.9208 1.3570 -1.8865
H 1.6244 -1.1095 0.6297
H -0.6869 2.3683 0.9169
N 3.2172 0.1294 0.5104
H 3.1436 0.1240 1.5236
H -3.2773 0.4938 -1.1304
H 2.3150 -0.3122 -1.9744
H -1.5606 -2.8893 0.2781
H -2.0790 0.3868 1.0086
C -2.4454 1.1717 -0.9529
H -2.8589 2.1116 -0.5831
H 0.1326 1.8201 -0.5021
H -1.8025 -1.6999 1.5908
*
```

Calculated values
LUMO	0.95	eV
E	-10905.8671	eV
structure (SMILES)	COC(C)C.NNN
gap between HOMO and LUMO	9.44	eV
HOMO level	-8.483	eV
strongest force on any atom	0.0646	hartree/bohr
energy above the lowest of the compared OMol25 structures with the same formula, charge and spin	84.7	kcal/mol